No. 1
Density functional theory data (the ωB97M-V functional and the def2-TZVPD basis) for the molecule C5H13NS.

Geometry as XYZ:
```
20
Properties=species:S:1:pos:R:3:forces:R:3
C -3.829230 0.017737 0.051027 1.8 0.9 -3.4
S -2.013839 0.422777 0.221178 0.4 2.7 2.1
C -0.767623 -0.505763 -0.722830 -3.4 -2.7 -1.8
C 0.645854 -0.005525 -0.814303 -1.1 0.4 -2.5
C 1.427925 0.350479 0.404627 -0.6 0.0 1.5
C 2.858164 0.604821 -0.014610 0.4 1.9 -0.3
N 1.446579 -0.723555 1.436272 -0.9 0.0 1.3
H -4.510325 0.783874 0.454168 0.8 -0.4 0.1
H -3.854098 -0.943425 0.379344 -1.0 -2.5 1.8
H -3.959916 -0.131449 -1.040784 -0.5 0.6 0.4
H -0.827349 -1.564049 -0.355480 0.3 0.8 -0.4
H -1.263099 -0.513272 -1.780627 1.4 -0.3 1.5
H 0.500994 0.954812 -1.371401 0.7 -0.6 0.1
H 1.092768 -0.778565 -1.569801 -0.1 1.4 1.7
H 0.941988 1.268092 0.901480 0.7 -0.9 -1.1
H 3.061013 1.702970 -0.024123 -0.2 -0.7 -0.5
H 3.215095 0.136687 -0.954347 -0.5 0.2 0.6
H 3.457764 0.276237 0.788202 1.0 -0.6 0.8
H 0.448575 -1.016035 1.694993 1.9 0.8 -0.3
H 1.928756 -0.336842 2.317022 -1.2 -0.9 -1.8
```
Positions in Å, forces in eV/Å.

## Properties
frontier orbital gap = 9.23 eV
HOMO level = -0.304 Eh
calculated total energy = -17719.4497 eV
maximum force = 4.7 eV/Å
E_LUMO = 0.97 eV
multiplicity = 1
ΔE to the lowest compared entry with this formula, charge and spin = 41.5 kcal/mol


No. 2
Density functional theory data (the ωB97M-V functional and the def2-TZVPD basis) for C27H34F3NO4PSTl as an isolated structure.

Geometry as XYZ:
```
72
Properties=species:S:1:pos:R:3:forces:R:3
Tl 0.030477 -0.266171 -1.938165 0.0 -0.2 0.0
C 2.912421 -5.183996 3.277476 -0.1 0.0 -0.1
C 2.099863 -4.819238 2.060741 0.0 -0.1 0.0
C 2.686430 -4.711851 0.805571 -0.1 -0.1 0.0
C 1.939018 -4.355916 -0.309687 0.1 0.1 -0.1
C 0.584958 -4.086273 -0.178398 -0.2 0.0 -0.3
C -0.014941 -4.201721 1.068591 -0.1 0.0 0.1
C 0.735856 -4.562275 2.177582 0.1 0.0 0.0
S -0.491272 -3.765449 -1.617300 -0.2 -0.1 -0.2
O -0.632695 -5.122587 -2.142395 0.1 0.2 0.0
O -1.689885 -3.189241 -1.019371 0.1 0.0 0.0
N 0.104162 -2.742776 -2.625361 -0.1 -0.3 0.4
C 1.341093 -3.074431 -3.313871 0.1 0.1 0.2
C 2.579903 -2.331122 -2.740897 0.1 0.0 0.0
O 3.675315 -2.921271 -2.818648 -0.1 0.0 0.0
O 2.386147 -1.174182 -2.258813 -0.2 0.0 0.0
H 3.975671 -5.213981 3.038468 0.0 0.0 0.0
H 2.620222 -6.162320 3.667925 0.0 0.0 0.0
H 2.762031 -4.451253 4.073762 0.0 0.0 0.0
H 3.747335 -4.905639 0.689633 0.0 0.0 0.0
H 2.429757 -4.275321 -1.271721 0.0 0.0 0.0
H -1.078218 -4.011459 1.151410 0.0 0.0 0.0
H 0.259828 -4.639788 3.151104 0.0 0.0 0.0
H 1.258861 -2.747022 -4.357603 0.0 0.0 0.0
H 1.533140 -4.151299 -3.326496 0.1 0.0 -0.1
F -4.879501 7.939650 -3.517157 0.0 -0.1 -0.1
C -4.943001 7.019783 -4.520586 -0.2 0.3 -0.1
F -4.755990 7.744836 -5.663478 0.0 -0.1 0.1
F -6.226295 6.597219 -4.562436 0.1 0.0 0.0
C -3.965748 5.922330 -4.354522 0.1 -0.2 0.1
C -2.625654 6.237729 -4.125847 -0.2 0.1 0.0
C -1.693479 5.242142 -3.936173 0.1 -0.1 0.0
C -2.057542 3.879136 -3.970190 -0.3 0.1 0.0
C -3.417571 3.587635 -4.218695 0.2 0.0 0.0
C -4.351435 4.583271 -4.406464 0.0 0.2 0.0
C -1.132480 2.833884 -3.770348 0.2 -0.1 0.0
C -0.367649 1.872973 -3.620540 0.1 0.2 -0.3
H -2.330997 7.280608 -4.098129 0.1 0.0 0.0
H -0.658389 5.496432 -3.750673 0.0 0.0 0.0
H -3.709804 2.546851 -4.252793 0.0 0.0 0.0
H -5.387503 4.333114 -4.595692 0.0 0.0 0.0
C 2.772440 -1.368039 1.684137 0.0 0.1 -0.1
C 2.193865 -0.108832 2.342098 -0.1 0.0 -0.2
C 2.117806 -0.290062 3.859549 0.0 0.1 -0.1
P 0.723503 0.370298 1.275131 0.0 0.2 0.6
C 0.271887 2.121537 1.780288 0.1 -0.2 0.0
C 1.420486 3.037463 1.346227 -0.1 -0.1 0.0
C -0.162114 2.446072 3.208155 0.0 0.0 -0.1
C -0.748176 -0.672633 1.786323 0.2 0.1 0.0
C -0.919122 -1.085541 3.250821 0.0 -0.1 -0.1
C -2.032928 -0.032395 1.250391 0.1 0.0 -0.1
H 3.746629 -1.620937 2.114486 0.0 0.0 0.0
H 2.888290 -1.229158 0.606853 0.1 -0.1 0.0
H 2.105046 -2.219767 1.831236 0.0 0.0 0.0
H 2.886559 0.716013 2.133926 0.0 0.0 0.0
H 1.639438 -1.234182 4.113842 0.0 0.0 0.0
H 1.577689 0.513201 4.359234 0.0 0.0 0.0
H 3.133158 -0.314173 4.270330 0.0 0.0 0.0
H -0.574509 2.325283 1.114394 0.0 0.0 0.0
H 2.248128 2.985806 2.058724 0.0 0.0 0.0
H 1.084627 4.076375 1.291188 0.0 0.0 0.0
H 1.792472 2.745827 0.362606 0.0 0.1 0.0
H 0.649203 2.277073 3.917486 0.0 0.0 0.0
H -1.023576 1.853213 3.515185 0.0 0.0 0.0
H -0.441957 3.503577 3.271159 0.0 0.0 0.1
H -0.591324 -1.582750 1.196365 0.0 0.0 0.0
H -0.736689 -0.263711 3.943002 0.0 0.0 0.0
H -0.248187 -1.906605 3.502728 0.0 0.0 0.1
H -1.943439 -1.439243 3.407492 0.0 0.0 0.0
H -2.376731 0.786263 1.889230 0.0 0.0 0.0
H -2.815054 -0.792493 1.197790 0.0 0.0 0.0
H -1.889870 0.351540 0.239779 -0.1 0.0 0.0
```
Positions in Å, forces in eV/Å.

## Properties
frontier orbital gap = 5.83 eV
HOMO level = -0.060 Eh
calculated total energy = -71201.0206 eV
maximum force = 0.6 eV/Å
E_LUMO = 4.19 eV
net charge = -2
multiplicity = 1


No. 3
Density functional theory data (the ωB97M-V functional and the def2-TZVPD basis) for a 4-piece molecular cluster, CH10N2O3 overall.

Geometry as XYZ:
```
16
Properties=species:S:1:pos:R:3:forces:R:3
H 1.316654 3.030464 -0.609781 0.7 -0.4 0.3
N 0.991293 2.098956 -0.344764 -1.1 0.9 -0.2
C -0.100662 2.310849 0.304022 0.7 -0.6 0.7
N -0.949048 1.293698 0.631077 0.3 0.7 -0.2
H -0.314768 3.261309 0.809557 -0.3 0.0 -0.5
H -1.860301 1.603087 0.921332 -0.1 -0.3 0.1
H -0.915327 0.509254 -0.009570 -0.3 -0.2 0.1
O 0.249375 -3.151298 0.715446 -0.2 0.1 0.0
H 0.930749 -2.565452 0.356512 0.0 0.1 0.1
H -0.431655 -2.526921 1.001453 0.1 -0.2 0.0
O 1.603711 -0.766890 -0.345160 0.5 0.3 0.6
H 1.457114 0.133438 0.024698 -0.1 -0.3 -0.7
H 2.545558 -0.895519 -0.161262 -0.2 -0.1 -0.2
O -1.489166 -1.131500 -0.863271 -0.2 -0.3 -0.3
H -2.271273 -1.492147 -1.302457 0.2 0.1 0.1
H -0.762255 -1.711329 -1.127833 0.0 0.1 0.1
```
Positions in Å, forces in eV/Å.

## Properties
frontier orbital gap = 10.12 eV
HOMO level = -0.345 Eh
calculated total energy = -10322.1013 eV
maximum force = 1.4 eV/Å
E_LUMO = 0.72 eV
multiplicity = 1
ΔE to the lowest compared entry with this formula, charge and spin = 11.0 kcal/mol


No. 4
Density functional theory data (the ωB97M-V functional and the def2-TZVPD basis) for C6H12O2S2 as an isolated structure.

Geometry as XYZ:
```
22
Properties=species:S:1:pos:R:3:forces:R:3
C 2.014402 -0.563203 1.298952 -1.6 -3.3 3.7
C 1.703144 -0.104248 -0.032334 -2.6 -2.0 -3.8
C 0.781193 -1.086213 -0.951356 0.8 0.0 2.2
C -1.589014 0.021230 -0.051715 -1.5 3.8 2.1
C -2.067683 0.930012 -1.215675 0.0 -1.0 -2.2
C -0.686161 0.909375 0.905709 -2.5 -1.9 3.2
H 0.883086 -0.380050 1.850274 4.2 -0.6 -0.4
H 2.926413 -0.086176 1.742880 -1.2 0.0 -0.2
H 2.207566 -1.817618 1.494294 -0.6 3.5 -1.1
H 3.253479 0.562497 -0.271924 2.8 1.6 0.5
H 0.632142 -0.588115 -1.869119 -0.4 0.7 -1.0
H 1.257986 -2.055976 -1.226127 0.1 0.7 0.7
H -2.910341 0.436260 -1.830602 1.7 0.5 0.7
H -1.188266 1.282305 -1.807267 -0.6 -1.1 -0.3
H -2.446899 1.945105 -1.042153 -0.3 -0.5 1.5
H -3.090899 -1.382987 0.644638 1.7 5.5 0.5
H -0.289042 -0.098754 1.652006 -1.8 3.7 -1.3
H -1.372557 1.704694 1.567768 1.9 -2.1 -1.9
O 2.811244 0.008112 -0.866680 -1.0 0.3 -0.2
O -2.725897 -0.217939 0.797640 -1.7 -5.7 -0.7
S -0.747701 -1.507527 -0.104712 0.0 -1.7 -1.7
S 0.655155 1.602259 0.100097 2.6 -0.4 -0.3
```
Positions in Å, forces in eV/Å.

## Properties
frontier orbital gap = 9.05 eV
HOMO level = -0.315 Eh
calculated total energy = -32176.9861 eV
maximum force = 6.0 eV/Å
E_LUMO = 0.46 eV
multiplicity = 1
ΔE to the lowest compared entry with this formula, charge and spin = 139.5 kcal/mol


No. 5
Density functional theory data (the ωB97M-V functional and the def2-TZVPD basis) for a 2-piece molecular cluster, C2H7NS overall.

Geometry as XYZ:
```
11
Properties=species:S:1:pos:R:3:forces:R:3
C 0.386155 -0.375446 -1.322873 0.2 -0.1 -0.1
C 0.680080 0.577077 -0.448720 0.0 0.0 0.3
N 1.001990 0.363193 0.895078 0.0 0.2 0.1
H 0.227350 -0.145169 -2.364412 -0.3 0.0 0.0
H 0.362850 -1.411572 -1.014739 0.1 -0.1 -0.1
H 0.605120 1.621267 -0.712961 0.1 0.1 -0.1
H 1.513243 -0.484949 1.085787 -0.1 -0.1 -0.1
H 1.460887 1.145368 1.333376 0.0 0.0 0.0
S -2.693548 -0.341153 0.886915 -0.1 0.0 0.1
H -1.638507 0.128021 1.564080 0.1 0.0 0.0
H -1.905620 -1.076636 0.098468 0.0 0.0 -0.1
```
Positions in Å, forces in eV/Å.

## Properties
frontier orbital gap = 9.60 eV
HOMO level = -0.316 Eh
calculated total energy = -14512.0923 eV
maximum force = 0.3 eV/Å
E_LUMO = 1.00 eV
multiplicity = 1
ΔE to the lowest compared entry with this formula, charge and spin = 13.1 kcal/mol


No. 6
Density functional theory data (the ωB97M-V functional and the def2-TZVPD basis) for the molecule CBrClF3N.

Geometry as XYZ:
```
7
Properties=species:S:1:pos:R:3:forces:R:3
C 1.039161 0.023672 0.059702 3.1 -1.0 -0.4
N 0.045171 0.821847 -0.476605 -2.3 0.4 -0.9
F 0.972756 -0.304474 1.337931 -0.4 0.0 0.5
F 1.192056 -1.119392 -0.651265 -0.5 0.3 0.3
F 2.256100 0.693379 -0.102486 -1.9 -0.2 0.3
Cl -3.794066 -0.654746 -0.141426 1.1 0.1 -0.4
Br -1.711180 0.539714 -0.025854 0.9 0.5 0.7
```
Positions in Å, forces in eV/Å.

## Properties
frontier orbital gap (spin up / spin down) = 6.61 / 6.60 eV
HOMO level (spin up / spin down) = -0.403 / -0.403 Eh
calculated total energy = -93240.3146 eV
maximum force = 3.3 eV/Å
E_LUMO (spin up / spin down) = -4.37 / -4.36 eV
multiplicity = 1
ΔE to the lowest compared entry with this formula, charge and spin = 46.6 kcal/mol


No. 7
Density functional theory data (the ωB97M-V functional and the def2-TZVPD basis) for C16H15AsBCeCl3F4NO4S5Sb as an isolated structure.

Geometry as XYZ:
```
52
Properties=species:S:1:pos:R:3:forces:R:3
Ce -1.995244 0.395341 0.300421 0.3 0.2 0.6
S -4.822069 5.083160 2.734565 -1.2 1.1 0.3
Sb -3.708303 3.442780 1.892404 0.3 -0.4 0.2
S -4.190058 1.278945 2.088664 -0.5 -1.0 0.0
S -1.524972 3.666216 1.816441 1.4 -0.3 -0.8
Cl -1.299219 -7.028821 2.777558 0.2 0.1 -0.2
C -1.648034 -5.435538 2.161339 -0.9 0.1 1.0
C -1.237640 -4.996966 0.940666 0.6 -0.8 -1.4
C -1.658453 -3.771326 0.443136 0.2 0.3 -0.3
Cl -1.053848 -3.187835 -1.101910 -0.2 -0.6 0.5
C -2.480151 -2.868909 1.164904 1.4 -0.3 -0.6
O -2.697879 -1.667967 0.677400 -0.4 -0.6 0.7
C -2.839606 -3.369424 2.433274 0.1 1.0 -0.8
Cl -3.697012 -2.265776 3.431314 -0.4 0.1 0.4
C -2.461985 -4.608533 2.902910 -1.2 0.1 1.0
H -0.664058 -5.719462 0.351914 0.0 0.7 -0.1
H -2.977619 -4.888365 3.828294 0.7 -0.2 -0.2
F -2.467098 2.055518 -1.601174 1.0 0.2 0.3
B -3.844077 1.790179 -1.706058 -0.9 0.0 0.6
F -4.239942 1.669775 -2.968180 -0.4 0.3 -1.4
F -4.539609 2.752567 -0.965105 0.2 -0.3 -0.1
F -3.974060 0.473681 -1.097367 -0.2 0.0 0.3
C 1.594433 -1.324357 3.606398 -0.3 1.2 0.0
As 1.427129 -0.622563 1.778012 1.3 -1.3 1.3
C 2.640109 0.808888 1.513947 -0.1 -0.1 1.1
C 2.018454 -2.188477 0.896528 0.7 -0.1 -2.5
O -0.135704 -0.183695 1.564556 -1.4 0.4 0.1
H 1.166038 -0.569791 4.294210 0.3 -0.4 -0.3
H 2.636496 -1.543437 3.886080 -0.4 0.0 -0.2
H 0.955323 -2.200001 3.634021 0.1 -0.2 0.1
H 2.859569 0.815406 0.455186 0.3 0.4 0.0
H 3.501946 0.661289 2.183447 -0.1 -0.2 -0.6
H 2.126050 1.682258 1.914955 0.0 0.2 -0.5
H 3.002621 -2.466929 1.227491 0.5 0.1 0.7
H 2.144931 -2.125681 -0.214986 -0.4 0.5 1.0
H 1.366477 -3.015627 1.051095 -0.8 -0.5 0.4
O 4.580302 0.886757 -3.310582 0.7 -0.5 -0.3
S 3.846511 1.365620 -2.187118 -0.5 1.2 0.2
O 4.507250 1.883758 -1.026603 0.9 0.3 0.2
N 2.765434 0.305912 -1.630210 -0.6 0.0 -0.7
C 1.547653 0.699800 -1.919628 0.0 0.4 0.0
S 0.291309 -0.283143 -1.422155 -0.8 -0.2 -0.5
C 1.416361 2.021293 -2.669460 1.2 -0.5 0.0
C 0.343122 2.640477 -3.294500 0.3 0.3 0.2
C 0.580313 3.777068 -4.065281 2.5 -1.5 1.3
C 1.889886 4.261660 -4.212009 -0.6 0.4 -0.4
C 2.953395 3.679231 -3.597775 1.3 -0.9 1.5
C 2.692177 2.545253 -2.827136 -0.3 0.1 -0.4
H -0.639040 2.251056 -3.150765 -0.6 -0.2 -0.1
H -0.185736 4.241561 -4.547736 -2.1 1.2 -1.2
H 2.149849 5.096636 -4.837000 -0.5 0.4 -0.2
H 3.978282 4.100537 -3.598395 -0.8 -0.4 -0.4
```
Positions in Å, forces in eV/Å.

## Properties
frontier orbital gap (spin up / spin down) = 7.58 / 7.59 eV
HOMO level (spin up / spin down) = -0.235 / -0.235 Eh
calculated total energy = -210123.3582 eV
maximum force = 3.1 eV/Å
E_LUMO (spin up / spin down) = 1.19 / 1.19 eV
net charge = -1
multiplicity = 2
ΔE to the lowest compared entry with this formula, charge and spin = 5.8 kcal/mol
⟨S²⟩ = 0.75